# 1
2 unconnected molecules or ions with the total composition C9H14 at a distorted geometry. Source: the Open Molecules 2025 dataset; level of theory: ωB97M-V with the def2-TZVPD basis set.

Values from the calculation:
Highest occupied orbital energy, hartree: -0.331
SMILES string: Cc1ccccc1.CC
Energy above the lowest of the compared OMol25 structures with the same formula, charge and spin, eV: 0.3171
LUMO, eV: 1.0324
Frontier orbital gap, eV: 10.0

Structure (ORCA input):
```
! RIJCOSX wB97M-V def2-TZVPD def2/J DEFGRID3
* xyz 0 1
C 2.66 -1.56 -1.41
C 1.36 -0.85 -1.24
C 1.32 0.50 -0.89
C 0.11 1.17 -0.83
C -1.09 0.50 -1.05
C -1.06 -0.84 -1.41
C 0.17 -1.47 -1.59
H 2.62 -2.60 -1.08
H 3.55 -1.06 -1.03
H 2.87 -1.66 -2.49
H 2.23 1.09 -0.79
H 0.07 2.24 -0.72
H -2.04 1.03 -1.04
H -1.96 -1.44 -1.46
H 0.19 -2.44 -2.07
C -1.77 1.64 2.74
C -1.41 0.68 3.88
H -2.83 1.65 2.48
H -1.56 2.67 3.03
H -1.18 1.41 1.86
H -1.96 0.92 4.79
H -1.60 -0.36 3.60
H -0.35 0.75 4.10
*
```

These are the Löwdin partial charges, in e, on atoms 1 to 2: C -0.06; C -0.29

=====

# 2
2 unconnected molecules or ions with the total composition C9H14 at a distorted geometry. Source: the Open Molecules 2025 dataset; level of theory: ωB97M-V with the def2-TZVPD basis set.

Values from the calculation:
Highest occupied orbital energy, hartree: -0.317
SMILES string: Cc1ccccc1.CC
Energy above the lowest of the compared OMol25 structures with the same formula, charge and spin, eV: 1.6072
LUMO, eV: 1.0601
Frontier orbital gap, eV: 9.7

Structure (ORCA input):
```
! RIJCOSX wB97M-V def2-TZVPD def2/J DEFGRID3
* xyz 0 1
C -2.61 0.21 3.27
C -1.70 0.43 2.10
C -0.47 -0.31 2.05
C 0.25 -0.14 0.87
C -0.06 0.88 -0.16
C -1.25 1.57 -0.04
C -2.11 1.34 1.07
H -2.16 -0.45 3.93
H -3.71 -0.03 3.08
H -2.67 1.28 3.65
H -0.22 -1.08 2.79
H 1.04 -0.93 0.56
H 0.67 1.01 -0.98
H -1.50 2.45 -0.68
H -3.22 1.54 1.04
C 2.05 -0.44 -3.21
C 2.84 -1.51 -2.35
H 1.27 -0.98 -3.81
H 1.70 0.38 -2.54
H 2.63 0.05 -3.98
H 2.32 -1.86 -1.50
H 3.06 -2.36 -3.06
H 3.85 -1.05 -2.11
*
```

These are the Löwdin partial charges, in e, on atoms 1 to 2: C -0.08; C -0.29

=====

# 3
2 unconnected molecules or ions with the total composition C9H14. Source: the Open Molecules 2025 dataset; level of theory: ωB97M-V with the def2-TZVPD basis set.

Values from the calculation:
Highest occupied orbital energy, hartree: -0.333
SMILES string: Cc1ccccc1.CC
Energy above the lowest of the compared OMol25 structures with the same formula, charge and spin, eV: 0.1087
LUMO, eV: 1.0380
Frontier orbital gap, eV: 10.1

Structure (ORCA input):
```
! RIJCOSX wB97M-V def2-TZVPD def2/J DEFGRID3
* xyz 0 1
C 3.18 -0.75 1.19
C 1.92 0.03 1.39
C 0.73 -0.32 0.75
C -0.44 0.41 0.94
C -0.43 1.52 1.77
C 0.73 1.88 2.43
C 1.89 1.13 2.24
H 3.03 -1.81 1.40
H 3.96 -0.40 1.86
H 3.58 -0.68 0.17
H 0.67 -1.17 0.08
H -1.34 0.11 0.44
H -1.31 2.11 1.96
H 0.75 2.75 3.08
H 2.80 1.44 2.74
C -1.93 -1.00 -2.32
C -3.03 -0.56 -3.28
H -2.24 -0.87 -1.29
H -1.71 -2.06 -2.47
H -1.00 -0.46 -2.47
H -2.72 -0.78 -4.30
H -3.16 0.53 -3.25
H -3.96 -1.06 -3.07
*
```

These are the Löwdin partial charges, in e, on atoms 1 to 2: C -0.06; C -0.28

=====

# 4
2 unconnected molecules or ions with the total composition C9H14 at a distorted geometry. Source: the Open Molecules 2025 dataset; level of theory: ωB97M-V with the def2-TZVPD basis set.

Values from the calculation:
Highest occupied orbital energy, hartree: -0.326
SMILES string: Cc1ccccc1.CC
Energy above the lowest of the compared OMol25 structures with the same formula, charge and spin, eV: 2.4343
LUMO, eV: 0.9877
Frontier orbital gap, eV: 9.9

Structure (ORCA input):
```
! RIJCOSX wB97M-V def2-TZVPD def2/J DEFGRID3
* xyz 0 1
C 2.68 -0.32 -0.38
C 1.56 0.47 0.13
C 1.45 0.72 1.54
C 0.33 1.15 2.18
C -0.68 1.56 1.32
C -0.60 1.53 -0.08
C 0.54 0.95 -0.64
H 3.70 -0.09 -0.25
H 2.54 -0.59 -1.35
H 2.58 -1.37 0.00
H 2.44 0.60 2.14
H 0.34 0.87 3.21
H -1.58 1.95 1.87
H -1.48 1.84 -0.65
H 0.61 0.91 -1.75
C -2.34 -1.00 -1.50
C -1.34 -1.60 -0.39
H -3.27 -1.39 -1.66
H -2.29 0.02 -0.94
H -2.00 -1.05 -2.45
H -1.65 -1.11 0.60
H -0.28 -1.35 -0.70
H -1.25 -2.68 -0.23
*
```

These are the Löwdin partial charges, in e, on atoms 1 to 2: C -0.06; C -0.30

=====

# 5
2 unconnected molecules or ions with the total composition C9H14 at a distorted geometry. Source: the Open Molecules 2025 dataset; level of theory: ωB97M-V with the def2-TZVPD basis set.

Values from the calculation:
Highest occupied orbital energy, hartree: -0.329
SMILES string: Cc1ccccc1.CC
Energy above the lowest of the compared OMol25 structures with the same formula, charge and spin, eV: 1.3070
LUMO, eV: 0.9835
Frontier orbital gap, eV: 9.9

Structure (ORCA input):
```
! RIJCOSX wB97M-V def2-TZVPD def2/J DEFGRID3
* xyz 0 1
C -0.35 -1.05 -1.93
C -0.63 0.20 -1.14
C -0.06 1.42 -1.49
C -0.46 2.60 -0.87
C -1.53 2.57 0.06
C -1.91 1.33 0.55
C -1.46 0.15 -0.03
H -1.16 -1.38 -2.57
H -0.13 -2.01 -1.40
H 0.69 -0.98 -2.35
H 0.78 1.46 -2.19
H 0.07 3.52 -1.02
H -2.11 3.46 0.28
H -2.68 1.36 1.33
H -1.45 -0.69 0.66
C 1.25 -1.80 2.15
C 1.86 -1.13 0.92
H 0.25 -1.43 2.42
H 1.17 -2.87 1.88
H 1.82 -1.86 3.07
H 1.10 -0.50 0.45
H 2.20 -1.87 0.17
H 2.71 -0.50 1.06
*
```

These are the Löwdin partial charges, in e, on atoms 1 to 2: C -0.07; C -0.32

=====

# 6
2 unconnected molecules or ions with the total composition C9H14 at a distorted geometry. Source: the Open Molecules 2025 dataset; level of theory: ωB97M-V with the def2-TZVPD basis set.

Values from the calculation:
Highest occupied orbital energy, hartree: -0.329
SMILES string: Cc1ccccc1.CC
Energy above the lowest of the compared OMol25 structures with the same formula, charge and spin, eV: 2.1202
LUMO, eV: 1.0058
Frontier orbital gap, eV: 10.0

Structure (ORCA input):
```
! RIJCOSX wB97M-V def2-TZVPD def2/J DEFGRID3
* xyz 0 1
C -1.18 -1.70 1.48
C -0.25 -0.54 1.49
C 1.01 -0.91 1.13
C 2.00 0.04 0.95
C 1.61 1.36 1.21
C 0.32 1.78 1.41
C -0.57 0.81 1.53
H -0.76 -2.72 1.34
H -1.68 -1.66 0.51
H -1.73 -1.69 2.38
H 1.27 -1.95 1.12
H 3.06 -0.12 0.63
H 2.14 2.29 1.21
H 0.23 2.81 1.35
H -1.64 0.96 1.80
C -1.24 -0.10 -2.48
C 0.18 0.29 -2.42
H -1.76 0.72 -3.10
H -1.46 -1.03 -2.81
H -1.73 0.12 -1.53
H 0.54 1.01 -1.62
H 0.74 0.70 -3.38
H 0.90 -0.46 -2.20
*
```

These are the Löwdin partial charges, in e, on atoms 1 to 2: C -0.05; C -0.29

=====

# 7
2 unconnected molecules or ions with the total composition C9H14 at a distorted geometry. Source: the Open Molecules 2025 dataset; level of theory: ωB97M-V with the def2-TZVPD basis set.

Values from the calculation:
Highest occupied orbital energy, hartree: -0.335
SMILES string: Cc1ccccc1.CC
Energy above the lowest of the compared OMol25 structures with the same formula, charge and spin, eV: 1.7321
LUMO, eV: 1.0004
Frontier orbital gap, eV: 10.1

Structure (ORCA input):
```
! RIJCOSX wB97M-V def2-TZVPD def2/J DEFGRID3
* xyz 0 1
C -1.57 -1.21 2.46
C -0.61 -0.48 1.52
C -0.59 0.86 1.35
C 0.45 1.60 0.70
C 1.55 0.90 0.25
C 1.59 -0.51 0.51
C 0.53 -1.22 1.05
H -0.95 -1.64 3.33
H -2.15 -1.88 1.92
H -2.30 -0.69 3.11
H -1.53 1.46 1.71
H 0.33 2.73 0.65
H 2.32 1.43 -0.31
H 2.29 -1.11 -0.06
H 0.42 -2.36 1.11
C 0.31 0.49 -3.31
C -1.04 -0.23 -3.18
H 0.97 -0.04 -3.99
H 0.23 1.44 -3.75
H 0.94 0.74 -2.42
H -1.25 -0.79 -2.25
H -1.24 -1.00 -3.79
H -1.79 0.55 -3.37
*
```

These are the Löwdin partial charges, in e, on atoms 1 to 2: C -0.07; C -0.30

=====

# 8
2 unconnected molecules or ions with the total composition C9H14 at a distorted geometry. Source: the Open Molecules 2025 dataset; level of theory: ωB97M-V with the def2-TZVPD basis set.

Values from the calculation:
Highest occupied orbital energy, hartree: -0.325
SMILES string: Cc1ccccc1.CC
Energy above the lowest of the compared OMol25 structures with the same formula, charge and spin, eV: 1.4978
LUMO, eV: 0.9986
Frontier orbital gap, eV: 9.8

Structure (ORCA input):
```
! RIJCOSX wB97M-V def2-TZVPD def2/J DEFGRID3
* xyz 0 1
C 0.45 0.10 4.00
C 0.73 0.43 2.58
C 2.03 0.55 2.06
C 2.40 0.59 0.70
C 1.37 0.49 -0.33
C 0.10 0.51 0.10
C -0.25 0.44 1.56
H 0.98 0.57 4.80
H 0.61 -1.00 4.12
H -0.53 0.38 4.19
H 2.83 0.66 2.79
H 3.38 0.72 0.31
H 1.64 0.45 -1.30
H -0.72 0.44 -0.64
H -1.29 0.39 2.00
C -1.14 -0.32 -3.72
C -2.24 -1.15 -3.05
H -1.37 -0.21 -4.77
H -1.23 0.72 -3.27
H -0.14 -0.74 -3.55
H -1.90 -1.92 -2.24
H -2.80 -1.62 -3.86
H -2.89 -0.47 -2.49
*
```

These are the Löwdin partial charges, in e, on atoms 1 to 2: C -0.06; C -0.30

=====

# 9
2 unconnected molecules or ions with the total composition C9H14 at a distorted geometry. Source: the Open Molecules 2025 dataset; level of theory: ωB97M-V with the def2-TZVPD basis set.

Values from the calculation:
Highest occupied orbital energy, hartree: -0.332
SMILES string: Cc1ccccc1.CC
Energy above the lowest of the compared OMol25 structures with the same formula, charge and spin, eV: 1.1565
LUMO, eV: 0.9697
Frontier orbital gap, eV: 10.0

Structure (ORCA input):
```
! RIJCOSX wB97M-V def2-TZVPD def2/J DEFGRID3
* xyz 0 1
C 1.02 -2.47 3.23
C 1.11 -1.79 1.88
C 1.91 -0.62 1.87
C 2.12 -0.03 0.66
C 1.44 -0.45 -0.51
C 0.63 -1.56 -0.48
C 0.50 -2.27 0.75
H 2.02 -2.72 3.58
H 0.52 -3.44 3.14
H 0.32 -1.93 3.87
H 2.38 -0.42 2.83
H 2.79 0.83 0.60
H 1.37 0.27 -1.32
H -0.05 -1.95 -1.22
H 0.13 -3.29 0.87
C -2.93 2.32 -2.20
C -1.66 3.09 -2.71
H -3.51 2.93 -1.51
H -3.49 2.22 -3.13
H -2.66 1.36 -1.75
H -0.75 2.51 -2.55
H -1.34 4.02 -2.20
H -1.90 3.38 -3.71
*
```

These are the Löwdin partial charges, in e, on atoms 1 to 2: C -0.07; C -0.29

=====

# 10
2 unconnected molecules or ions with the total composition C9H14 at a distorted geometry. Source: the Open Molecules 2025 dataset; level of theory: ωB97M-V with the def2-TZVPD basis set.

Values from the calculation:
Highest occupied orbital energy, hartree: -0.328
SMILES string: Cc1ccccc1.CC
Energy above the lowest of the compared OMol25 structures with the same formula, charge and spin, eV: 1.7301
LUMO, eV: 0.9303
Frontier orbital gap, eV: 9.9

Structure (ORCA input):
```
! RIJCOSX wB97M-V def2-TZVPD def2/J DEFGRID3
* xyz 0 1
C -1.82 -0.18 1.43
C -0.37 -0.48 1.21
C 0.09 -1.77 1.07
C 1.46 -1.91 1.21
C 2.35 -0.87 1.13
C 1.87 0.46 0.83
C 0.48 0.61 1.00
H -2.32 0.74 0.85
H -1.88 0.04 2.46
H -2.32 -1.05 1.02
H -0.49 -2.70 1.03
H 1.77 -3.02 1.33
H 3.42 -0.99 1.35
H 2.46 1.23 0.45
H 0.08 1.58 0.70
C -0.83 1.07 -3.27
C -1.99 2.11 -3.00
H 0.09 1.70 -3.12
H -0.84 0.16 -2.52
H -0.84 0.72 -4.25
H -2.19 2.34 -1.95
H -1.62 3.14 -3.38
H -2.82 1.82 -3.55
*
```

These are the Löwdin partial charges, in e, on atoms 1 to 2: C -0.06; C -0.32

=====

# 11
2 unconnected molecules or ions with the total composition C9H14 at a distorted geometry. Source: the Open Molecules 2025 dataset; level of theory: ωB97M-V with the def2-TZVPD basis set.

Values from the calculation:
Highest occupied orbital energy, hartree: -0.329
SMILES string: Cc1ccccc1.CC
Energy above the lowest of the compared OMol25 structures with the same formula, charge and spin, eV: 2.0001
LUMO, eV: 1.0665
Frontier orbital gap, eV: 10.0

Structure (ORCA input):
```
! RIJCOSX wB97M-V def2-TZVPD def2/J DEFGRID3
* xyz 0 1
C -1.03 -0.69 -2.86
C 0.08 -0.51 -1.75
C 0.83 0.63 -1.61
C 1.79 0.69 -0.65
C 1.90 -0.23 0.39
C 1.10 -1.47 0.18
C 0.18 -1.58 -0.83
H -1.12 0.25 -3.44
H -2.02 -0.93 -2.47
H -0.74 -1.55 -3.46
H 0.69 1.60 -2.29
H 2.70 1.36 -0.65
H 2.61 -0.07 1.17
H 1.23 -2.24 0.88
H -0.66 -2.43 -0.89
C -1.48 0.77 1.83
C -0.35 1.00 2.79
H -1.71 1.63 1.21
H -1.29 -0.16 1.07
H -2.32 0.61 2.26
H 0.52 1.32 2.32
H -0.16 0.16 3.37
H -0.73 1.83 3.43
*
```

These are the Löwdin partial charges, in e, on atoms 1 to 2: C -0.05; C -0.28

=====

# 12
2 unconnected molecules or ions with the total composition C9H14. Source: the Open Molecules 2025 dataset; level of theory: ωB97M-V with the def2-TZVPD basis set.

Values from the calculation:
Highest occupied orbital energy, hartree: -0.333
SMILES string: Cc1ccccc1.CC
Energy above the lowest of the compared OMol25 structures with the same formula, charge and spin, eV: 0.1583
LUMO, eV: 1.0467
Frontier orbital gap, eV: 10.1

Structure (ORCA input):
```
! RIJCOSX wB97M-V def2-TZVPD def2/J DEFGRID3
* xyz 0 1
C 2.70 -1.39 1.23
C 1.38 -1.21 0.52
C 0.26 -1.98 0.82
C -0.97 -1.76 0.22
C -1.10 -0.80 -0.76
C 0.03 -0.09 -1.14
C 1.25 -0.27 -0.50
H 2.52 -1.83 2.20
H 3.20 -0.43 1.34
H 3.32 -2.09 0.67
H 0.34 -2.79 1.54
H -1.81 -2.32 0.59
H -2.07 -0.59 -1.20
H -0.02 0.60 -1.98
H 2.03 0.40 -0.82
C -1.23 3.01 0.42
C -1.96 2.98 -0.92
H -1.75 3.69 1.08
H -1.18 2.02 0.86
H -0.20 3.37 0.30
H -1.63 2.20 -1.60
H -1.81 3.91 -1.46
H -3.02 2.81 -0.73
*
```

These are the Löwdin partial charges, in e, on atoms 1 to 2: C -0.05; C -0.28

=====

Question: Which of these has the lowest energy above the lowest of the compared OMol25 structures with the same formula, charge and spin?
Answer: number 3

=====

Question: Among the records above, which one has the highest LUMO?
Answer: number 11

=====

Question: Among the records above, which one has the lowest LUMO?
Answer: number 10